Here is a molecular structure, C19H17BrN5O2Pd from OMol25. Energies are from wB97M-V/def2-TZVPD.

Properties
* spin multiplicity: 3
* HOMO level (alpha / beta): -0.42129 / -0.42039 Ha
* LUMO energy (alpha / beta): -2.8 / -5.3 eV
* E_tot: -105036.336 eV
* total charge: +1

```
45
Properties=species:S:1:pos:R:3:forces:R:3
Pd 0.935 -0.889 0.466 -0.003 -1.177 -0.342
N 2.757 0.387 0.681 -0.587 0.332 0.102
C 2.198 1.697 0.668 0.115 -0.142 0.031
C 2.594 2.762 -0.012 0.092 0.186 -0.131
C 1.665 3.910 0.219 -0.067 -0.006 -0.016
C -0.522 3.887 0.590 0.060 -0.017 -0.001
C -1.319 2.665 0.405 0.172 0.064 0.004
C -2.599 2.451 0.111 -0.226 -0.087 -0.025
C -3.061 1.101 -0.188 -0.062 0.255 0.050
C -2.224 0.068 -0.249 0.208 -0.009 -0.027
N -0.820 0.265 -0.045 0.194 0.436 0.284
C -0.324 1.579 0.366 -0.100 -0.256 -0.347
H 3.032 0.085 1.611 0.139 0.072 0.031
H 3.539 0.284 0.045 -0.037 -0.097 -0.073
H 3.471 2.809 -0.647 -0.069 -0.021 0.039
H 2.191 4.849 0.379 -0.024 0.003 -0.008
H -1.053 4.768 0.937 0.002 0.018 -0.022
H -3.306 3.272 0.103 -0.001 -0.049 -0.006
H -4.118 0.919 -0.329 0.024 0.021 0.001
H -2.499 -0.971 -0.382 0.076 -0.014 -0.017
Br 0.655 0.812 2.910 -0.100 0.245 0.145
C 0.848 1.929 1.309 -0.050 -0.150 0.026
C 0.747 3.467 1.388 -0.074 0.043 -0.053
C 0.384 4.131 -0.697 0.041 -0.158 0.027
C 0.118 3.271 -1.919 0.022 0.134 0.067
C -0.137 1.964 -2.027 -0.337 -0.318 0.079
N 0.077 1.076 -0.930 0.405 0.652 0.080
H 0.923 3.881 2.376 0.010 -0.017 0.000
H 0.326 5.166 -1.020 0.017 0.034 0.020
H 0.094 3.809 -2.860 -0.012 -0.006 0.023
H -0.350 1.499 -2.979 0.005 -0.028 0.012
C -1.994 -5.793 -0.497 0.110 -0.029 0.020
N -0.814 -5.001 -0.150 0.037 -0.116 0.008
C 0.398 -5.576 0.081 -0.171 -0.056 -0.046
C 1.502 -4.865 0.395 0.049 0.040 0.043
C 1.333 -3.454 0.483 0.090 0.156 0.062
O 2.260 -2.616 0.761 -0.019 -0.249 -0.021
N 0.125 -2.907 0.256 0.098 0.224 -0.037
C -0.983 -3.616 -0.091 -0.090 0.034 -0.009
O -2.070 -3.118 -0.339 0.120 0.004 0.023
H -1.741 -6.847 -0.414 0.005 -0.009 -0.004
H -2.317 -5.570 -1.510 0.013 0.024 -0.033
H -2.809 -5.557 0.181 -0.008 0.017 0.041
H 0.425 -6.654 -0.006 -0.032 0.009 -0.002
H 2.460 -5.329 0.570 -0.034 0.011 0.000
```
Positions in Å, forces in eV/Å.